[1]
C21H31NPdSSb2Te as an isolated structure. Source: OMol25; level of theory: ωB97M-V with the def2-TZVPD basis set.

Summary:
E_tot   -58439.9203 eV
Charge   +2

```
58
Properties=species:S:1:pos:R:3:forces:R:3
Pd -0.30344 -0.99117 -0.12828 -0.1999 0.2246 0.1176
C -3.69429 0.19741 2.05278 0.0416 -0.0638 -0.0984
Sb -1.71760 0.55090 1.37451 0.2968 -0.0834 -0.0044
C -0.58637 0.57040 3.17314 -0.1072 0.0541 0.0223
C -1.95475 2.61868 0.81849 0.0610 -0.0377 0.0683
C -0.82469 3.46218 1.33170 -0.0472 -0.1045 -0.0797
C -0.93499 4.06515 2.58120 0.0158 -0.0177 0.0391
C 0.11122 4.79999 3.11881 -0.0157 -0.0094 -0.0081
C 1.28866 4.93816 2.40098 -0.0007 -0.0072 -0.0184
C 1.39756 4.36195 1.14371 0.0340 0.0461 -0.0134
C 0.35192 3.62869 0.59079 0.0147 -0.0529 -0.1878
C 0.49672 3.08162 -0.81047 -0.0421 0.0579 0.1635
Sb 1.09714 1.03785 -0.89059 0.0190 0.0142 0.0325
C 2.95034 1.11147 0.12640 0.0102 0.0053 -0.0255
C 1.66000 0.83684 -2.92004 -0.0104 -0.0173 -0.0155
H -3.75982 0.69984 3.01700 -0.0544 0.0072 0.0043
H -3.91384 -0.85508 2.17420 -0.0185 -0.0700 0.0345
H -4.40432 0.64104 1.35818 0.0269 0.0005 -0.0226
H -0.33005 1.59618 3.43361 0.0009 0.0245 -0.0242
H 0.32337 -0.00876 3.03830 0.0106 -0.0093 -0.0112
H -1.18054 0.13403 3.97497 -0.0027 -0.0007 -0.0075
H -2.90971 2.90135 1.26192 0.0355 0.0513 0.0289
H -2.06707 2.66267 -0.26222 -0.0433 -0.0339 -0.0244
H -1.86037 3.96482 3.13830 0.0090 0.0029 -0.0054
H 0.00238 5.26934 4.08722 -0.0008 -0.0064 -0.0070
H 2.11064 5.51303 2.80512 -0.0001 -0.0011 -0.0058
H 2.30236 4.51363 0.56572 -0.0044 0.0016 0.0100
H 1.28753 3.60685 -1.34832 0.0066 0.0031 0.0230
H -0.41032 3.17402 -1.40659 -0.0157 0.0551 0.0217
H 3.50229 1.97182 -0.25046 0.0191 -0.0165 0.0181
H 3.52188 0.20715 -0.07314 -0.0004 -0.0012 0.0104
H 2.79290 1.22183 1.19698 -0.0121 0.0089 -0.0051
H 2.36470 1.63148 -3.16089 -0.0052 0.0016 0.0028
H 0.77994 0.92429 -3.55425 0.0086 -0.0092 -0.0049
H 2.12965 -0.13054 -3.08731 0.0028 0.0076 0.0065
S 2.96725 -3.48368 -2.26422 0.0398 -0.0120 -0.0205
C 2.20892 -2.56968 -1.04881 -0.0081 0.0917 0.0322
N 1.01585 -2.12074 -1.32788 -0.1286 -0.0912 -0.1537
C 0.61900 -2.50549 -2.61251 0.0931 0.0024 0.0578
C -0.58891 -2.18618 -3.23628 0.0132 -0.0180 -0.0096
C -0.80153 -2.65125 -4.51442 0.0094 -0.0067 -0.0086
C 0.16618 -3.42394 -5.17650 -0.0153 0.0063 -0.0054
C 1.36254 -3.74128 -4.57313 0.0107 -0.0031 0.0024
C 1.57903 -3.26897 -3.27804 0.0120 -0.0202 -0.0154
H 2.69825 -2.37920 -0.10342 -0.0150 -0.0110 -0.0051
H -1.33283 -1.58885 -2.72523 -0.0363 0.0291 0.0316
H -1.72882 -2.41993 -5.02061 0.0039 -0.0025 0.0029
H -0.03212 -3.77567 -6.17953 -0.0006 0.0021 0.0018
H 2.10721 -4.33492 -5.08549 -0.0032 0.0027 0.0032
C -2.50120 -3.28994 2.27626 0.0203 -0.0157 0.0096
Te -1.42709 -3.31187 0.44726 0.0515 0.0967 -0.0242
C 0.31973 -4.11977 1.34994 -0.0217 -0.1231 -0.0324
H -2.52016 -4.31938 2.62658 0.0100 0.0040 0.0239
H -3.51951 -2.96733 2.08636 -0.0198 0.0135 -0.0112
H -2.00899 -2.65224 3.00453 -0.0202 0.0243 0.0187
H 0.72942 -3.40933 2.06101 0.0169 0.0083 0.0216
H 1.04017 -4.35100 0.56900 -0.0565 -0.0040 0.0421
H 0.02860 -5.03852 1.85368 0.0126 0.0021 0.0039
```
Forces are in eV/Å.

[2]
A 2-piece molecular cluster, C2H4N6 overall. Source: OMol25; level of theory: ωB97M-V with the def2-TZVPD basis set.

Summary:
E_tot   -11073.0690 eV
Charge   0

```
12
Properties=species:S:1:pos:R:3:forces:R:3
C -1.08783 0.08947 -0.29985 -5.6622 2.2479 2.3928
C 1.08309 -0.01434 -0.45120 5.3549 3.5078 3.0426
H -2.58218 -1.56171 -0.00189 1.3825 3.1927 -1.3354
H -3.09866 0.17384 0.81420 2.2957 -2.1273 -4.4253
H 2.32387 -1.59502 0.65209 -1.0178 3.3270 -3.6284
H 3.17930 -0.19111 0.62496 -3.5117 0.2871 -3.2197
N -2.43407 -0.50453 -0.38151 -1.1788 0.6713 5.2470
N -1.04423 1.41878 0.09493 0.5371 -1.0162 -1.2939
N 0.12142 1.99491 -0.11290 0.4151 -0.0957 -0.4878
N 1.22530 1.36986 -0.53086 -1.8812 -0.8985 0.1716
N 2.35287 -0.60592 -0.08931 1.7879 -3.9245 4.7387
N -0.03890 -0.57422 -0.31866 1.4786 -5.1715 -1.2022
```
Forces are in eV/Å.

Respective energy above the lowest of the compared OMol25 structures with the same formula, charge and spin values: 2.7, 118.7 kcal per mole.
Respective E_LUMO values: -6.66, -0.51 eV.
Respective F_max values: 0.00628, 0.13784 hartree/bohr.